Formula: C21H21O16P
Source: OMol25
Level of theory: the ωB97M-V functional and the def2-TZVPD basis

XYZ file:
```
59
Properties=species:S:1:pos:R:3:forces:R:3
C -26.51492 8.39929 -16.86952 -0.43 0.36 -0.38
C -26.24457 9.60341 -17.39848 0.17 0.64 0.87
C -25.20435 9.83095 -18.48230 -0.44 -1.96 0.44
O -25.00622 10.89399 -19.00918 -0.10 0.61 0.18
C -24.51189 8.59272 -18.83366 0.70 -0.11 -0.53
C -24.70226 7.40602 -18.23246 0.19 0.22 -0.71
C -25.80084 7.20156 -17.25210 -0.43 0.63 0.74
O -26.03840 6.12600 -16.73946 0.53 -0.44 -0.43
O -23.97070 6.33971 -18.56595 -0.05 -0.17 0.30
O -26.84630 10.68698 -16.88585 0.03 0.14 -0.14
H -27.28012 8.30347 -16.11255 0.09 0.02 0.11
H -23.77775 8.65380 -19.62876 0.08 0.08 0.10
H -24.21002 5.62084 -17.95478 -0.15 0.00 -0.13
H -26.26245 11.45441 -16.99462 -0.15 -0.04 -0.32
C -22.74726 14.42258 -14.64045 -0.07 0.76 0.41
C -22.65822 15.00216 -15.83062 0.91 0.91 -1.94
C -22.85518 14.26154 -17.13305 -1.87 -1.60 0.72
O -22.74227 14.75368 -18.23461 0.70 0.77 0.43
C -23.36545 12.89800 -16.95292 0.72 0.04 -0.43
C -23.56537 12.34514 -15.74698 -0.09 -0.78 -0.14
C -23.27649 13.06896 -14.46834 0.89 1.33 -0.36
O -23.39344 12.56278 -13.37970 -0.40 -0.65 0.28
O -23.98570 11.08696 -15.62476 0.10 0.27 0.10
O -22.26473 16.27505 -16.03525 0.03 -0.20 0.65
H -22.44472 15.05593 -13.81349 -0.28 -0.42 0.37
H -23.41657 12.30725 -17.85829 -0.34 -0.06 0.06
H -23.83461 10.78067 -14.70239 -0.23 -0.05 -0.29
H -22.16005 16.40882 -16.99219 -0.15 -0.14 -0.08
C -24.06050 9.70562 -10.05059 -0.08 0.12 0.98
C -23.90506 9.46584 -11.36138 0.77 -0.12 0.73
C -24.99406 9.71364 -12.33690 -0.62 0.63 -0.49
O -24.78026 9.57933 -13.52572 0.20 -0.25 -0.09
C -26.28104 10.12637 -11.81243 0.24 -0.33 0.39
C -26.44177 10.16843 -10.48373 -2.17 0.18 0.44
C -25.35223 10.08412 -9.46070 1.43 -0.68 -1.41
O -25.56163 10.26615 -8.28320 -0.43 0.07 0.02
O -27.68345 10.27605 -9.94711 1.03 0.08 0.33
O -22.74369 9.00633 -11.81630 -0.13 0.23 -0.38
H -23.23253 9.57950 -9.36314 0.01 -0.04 -0.09
H -27.12519 10.24052 -12.47481 0.04 -0.03 -0.11
H -27.52955 10.24777 -8.97638 -0.26 0.21 -0.32
H -22.64494 9.21731 -12.77452 -0.04 -0.07 0.10
C -20.63692 11.56637 -11.52205 -0.51 0.14 1.29
O -19.82282 11.11904 -12.59008 -0.10 -0.61 -0.24
P -20.44562 10.86596 -14.04504 1.53 0.93 0.67
O -21.73218 10.16998 -14.08912 -0.23 0.41 -0.13
O -19.26114 10.08288 -14.72911 0.22 0.31 -0.58
C -19.10727 8.69441 -14.53944 -0.06 -1.73 1.31
O -20.33303 12.32812 -14.68353 -0.65 -1.11 0.13
C -19.10590 13.08261 -14.54743 -0.06 -0.59 0.03
H -21.69208 11.42645 -11.73576 -0.09 0.24 -0.12
H -20.42527 12.59730 -11.22287 -0.02 0.12 -0.67
H -20.43490 11.01373 -10.59873 0.22 -0.42 -0.42
H -19.07935 8.08036 -15.43673 -0.20 0.67 -0.46
H -19.89155 8.28127 -13.89747 -0.29 0.19 -0.28
H -18.21016 8.42003 -13.97746 0.29 0.73 -0.17
H -18.63272 12.91566 -13.58109 -0.25 0.05 0.14
H -19.40325 14.12049 -14.64811 0.26 0.04 -0.27
H -18.41389 12.69988 -15.29599 -0.01 0.49 -0.22
```
Forces are in eV/Å.

The electronic energy comes out at -64166.733 eV. Its SMILES is O=C1C=C(O)C(=O)C=C1O.O=C1C=C(O)C(=O)C=C1O.O=C1C=C(O)C(=O)C=C1O.COP(=O)(OC)OC. The HOMO-LUMO gap comes out at 7.8 eV. Its molecular weight is 560.4 g mol⁻¹.